The following is a quantum chemistry calculation of 18 unconnected molecules or ions with the total composition C54H144O18, from the OMol25 dataset.

Each line ends with the Löwdin charge.
Positions of all 216 atoms, in Å:
O 4.03 -4.31 1.98  -0.06
H 2.23 7.66 -3.61  0.08
C -5.04 -2.74 8.00  -0.07
C 2.51 2.92 -7.41  -0.41
O 5.53 1.96 -0.06  -0.06
C -0.38 4.20 3.28  -0.03
H -3.11 2.22 -5.87  0.07
H 1.11 3.83 1.21  0.06
H -0.27 7.06 -2.85  0.14
H -1.38 1.37 -0.50  0.06
C -3.61 0.75 2.39  -0.04
C -3.66 -3.18 2.71  -0.46
H -1.76 2.30 -7.00  0.08
H -2.10 3.57 -5.83  0.06
H -1.33 1.87 2.62  0.04
H 0.18 -2.35 7.58  0.12
H 3.50 2.21 -2.58  0.08
C 4.53 -0.28 -2.76  -0.01
H -2.61 -1.62 5.77  0.08
C -6.73 2.28 -0.23  -0.05
C 0.10 4.02 0.85  -0.05
H 1.54 1.75 3.76  0.08
H 1.78 1.85 -2.14  0.07
H -6.67 1.27 -0.65  0.07
C 0.54 -1.33 7.73  -0.50
H 4.74 3.62 -0.99  0.12
H 1.08 -2.45 -2.46  0.05
C 0.91 -5.01 3.66  -0.51
O -2.32 1.68 4.14  -0.07
H 2.24 4.91 -8.26  0.07
H -3.11 -3.30 7.57  0.13
H -0.90 -3.70 -3.19  0.11
H -5.14 -3.58 8.69  0.08
H -4.01 2.72 -0.82  0.07
H 6.27 3.90 1.80  0.07
H -2.23 -3.55 4.31  0.08
C 4.38 -0.41 -6.82  -0.05
O 0.06 2.74 -4.88  -0.07
H -6.02 4.33 -0.62  0.14
H 0.28 1.06 0.95  0.04
H -0.30 0.28 -6.23  0.08
H -4.38 -0.89 -0.76  0.07
C 5.58 -2.93 0.60  -0.03
H 4.62 -4.86 0.17  0.13
H 2.84 -0.90 -5.49  0.11
H 3.83 2.99 1.93  0.09
C 3.23 -3.24 -0.04  -0.05
C 1.49 -5.10 5.06  -0.04
C 1.48 7.12 -4.20  -0.06
H 1.75 4.68 -2.83  0.07
H -5.02 -2.62 -0.99  0.08
H -6.30 -2.32 -3.33  0.09
H 3.94 4.18 -6.54  0.08
C 0.38 -5.29 -2.59  -0.04
H 3.13 -2.22 0.33  0.06
H -2.36 1.94 5.07  0.11
H 0.66 4.30 -7.74  0.07
H 3.35 -3.11 -1.12  0.08
H 3.29 2.52 -8.06  0.13
H 2.36 -4.13 2.61  0.03
C 0.02 -0.21 -0.42  -0.41
H -5.27 -4.65 2.54  0.08
C -0.99 0.63 -1.21  -0.01
C -1.06 1.91 -4.92  -0.47
H -4.03 0.70 4.48  0.12
H 2.62 0.41 -0.24  0.04
H 1.06 -4.40 5.77  0.06
H 3.79 -3.17 -7.42  0.07
C -4.19 -4.63 2.68  -0.04
H 0.78 -2.08 -4.16  0.06
H 4.72 -4.04 2.59  0.10
C -0.85 3.59 1.94  -0.47
H -0.11 -3.83 -5.45  0.08
H -0.16 -4.79 3.72  0.12
H 4.81 -1.28 -2.44  0.06
O 2.13 -0.86 -7.41  -0.05
H 4.85 1.44 -0.50  0.02
H -7.14 2.56 -2.43  0.07
H -7.79 2.50 -0.04  0.08
H -0.18 3.63 -4.59  0.06
H 7.05 3.88 0.30  0.07
H 1.15 2.18 -6.29  0.03
C -3.65 1.41 3.75  -0.45
H -0.05 3.53 -0.11  0.07
H 0.01 5.10 0.70  0.09
O 0.89 0.58 0.39  -0.08
H -1.88 3.84 1.68  0.13
H 1.68 5.95 -1.58  0.09
C -0.64 0.47 -5.21  -0.03
C 3.68 3.24 0.88  -0.05
C -2.06 2.49 -5.97  -0.03
H 4.27 -3.05 -5.80  0.08
C 2.07 -1.39 7.47  -0.05
H 0.74 -1.58 9.91  0.08
H -6.22 2.20 0.72  0.06
H 2.18 -6.64 3.06  0.09
H -1.58 -3.55 2.60  0.07
C -3.68 -2.04 -3.37  -0.06
H 2.48 1.40 -3.70  0.06
H 0.20 0.23 -4.55  0.07
H -3.82 3.52 3.30  0.07
H -6.07 -1.24 -0.89  0.07
H 0.88 -6.09 1.91  0.09
H -1.23 -0.74 1.35  0.05
H 2.02 -3.20 -3.73  0.07
H 2.46 -0.69 -2.18  0.10
H 0.08 -1.82 1.11  0.07
C -2.25 -3.09 3.32  -0.06
H 3.13 4.16 0.71  0.06
H -3.61 -5.20 1.95  0.07
H -5.39 2.64 3.26  0.07
C 3.29 3.39 -6.17  -0.05
C 2.69 1.49 -2.64  -0.02
C -5.09 -1.56 -1.24  -0.04
H 3.86 2.60 -5.70  0.07
O -0.76 2.20 1.92  -0.09
H -4.24 3.69 -2.23  0.08
H 2.46 -0.43 7.15  0.08
H 2.98 2.52 0.45  0.05
H -1.53 2.03 -3.95  0.12
C -6.07 3.36 -1.11  -0.44
O -5.94 -1.46 -3.55  -0.05
H 6.50 -3.46 0.83  0.08
H -1.34 -1.91 0.07  0.08
H 0.32 1.14 4.84  0.07
H -0.34 -6.10 -2.66  0.08
H -2.72 -1.85 -2.88  0.06
H 1.30 -2.20 4.00  0.05
H 0.36 4.86 -1.88  0.05
O 1.64 1.80 -7.02  -0.10
H -0.81 -0.93 9.31  0.07
O -0.05 -4.57 -4.85  -0.05
H -4.35 -2.77 4.41  0.01
H 5.16 -0.52 -6.06  0.07
H -1.52 -0.14 -5.05  0.08
H 2.92 0.07 2.37  0.07
H 2.12 6.38 -4.68  0.07
H -6.02 -2.74 7.53  0.08
H -0.59 1.31 -1.96  0.06
C 3.47 -2.75 -6.47  -0.04
H -0.70 6.24 -4.95  0.09
C -4.43 2.75 3.76  -0.02
H -1.89 -2.06 3.30  0.06
H -3.94 -3.10 -3.40  0.08
H -4.30 -4.64 6.28  0.10
C 1.16 -6.25 2.95  -0.07
H 0.37 -4.99 -1.54  0.07
O 0.86 -1.44 4.39  -0.07
H -0.49 5.29 3.25  0.08
C -4.80 -1.26 -2.72  -0.49
H -3.17 -0.84 7.23  0.09
H -3.90 -5.09 3.62  0.06
H 1.40 -5.62 -2.81  0.08
C 1.13 5.45 -2.38  -0.04
H 2.54 -1.67 2.36  0.05
H 4.78 -0.80 -7.75  0.09
C -0.66 -1.22 0.56  -0.02
C 4.39 -3.91 0.65  -0.44
H 0.47 -7.05 3.19  0.09
C 4.97 3.26 0.02  -0.46
H 0.66 -0.82 -1.04  0.10
H 0.50 -0.56 6.00  0.01
H 5.32 0.44 -2.57  0.08
H 2.60 -1.58 8.40  0.07
H 1.42 3.60 -9.08  0.07
H -3.64 -2.68 1.75  0.12
C 2.63 -0.78 2.99  0.00
H -3.61 -1.77 -4.42  0.08
H -5.03 -1.78 8.51  0.08
O -0.34 5.63 -4.31  -0.07
H -0.88 3.69 4.10  0.07
O -4.56 -2.44 3.54  -0.08
H 2.31 -2.15 6.73  0.06
O 3.43 0.23 -0.72  -0.08
H 1.33 -6.05 5.57  0.08
C 0.06 -4.10 -3.51  -0.47
H -4.69 2.02 -2.25  0.06
C -4.72 2.92 -1.63  -0.06
H 5.78 -2.54 -0.40  0.07
H -4.29 -1.01 5.89  0.08
H 1.09 7.77 -4.99  0.08
C 1.65 4.01 -8.10  -0.04
C 3.13 -1.24 -6.48  -0.48
H 2.64 3.83 -5.41  0.06
C 1.02 -2.88 -3.46  -0.04
H 2.62 -3.40 -6.27  0.06
H -1.73 -0.06 -1.61  0.07
C -3.92 -2.83 7.00  -0.45
H 3.38 -0.93 3.77  0.09
H -4.59 3.02 4.80  0.08
C 6.07 4.10 0.74  -0.05
O -7.05 3.49 -2.18  -0.07
O -4.36 -3.74 5.94  -0.07
H -4.62 0.51 2.05  0.09
C 0.43 6.41 -3.37  -0.44
O 0.05 -0.37 6.83  -0.06
O 1.52 -3.92 3.02  -0.07
H 4.09 0.64 -6.86  0.05
H 0.70 4.10 3.40  0.07
H -3.08 -0.20 2.44  0.06
C 3.16 0.14 -2.09  -0.44
H 2.27 -3.67 0.24  0.07
H 4.43 -0.38 -3.84  0.05
C 0.28 -0.93 9.17  -0.06
H 2.57 -4.94 5.03  0.09
H -4.47 -0.22 -2.81  0.11
H 0.45 -0.21 2.86  0.11
H 0.69 0.06 9.34  0.08
C -3.48 -1.51 6.43  -0.05
H 5.86 5.15 0.56  0.07
C 1.25 -0.36 3.58  -0.45
H 2.09 0.10 -7.37  0.02
H 1.90 0.92 5.27  0.08
C 1.27 0.89 4.38  -0.05
H 5.44 -2.04 1.22  0.09
H -3.07 1.35 1.66  0.07

Its relative energy (zero: lowest compared OMol25 entry of this formula, charge and spin) is 17.43 kcal per mole. The value obtained for the HOMO energy is -9.42 eV. For the gap between HOMO and LUMO, the calculation gives 9.757 eV.


The following is a quantum chemistry calculation of 13 unconnected molecules or ions with the total composition C54H154N15O29P5S8, from the OMol25 dataset.

Each line ends with the Löwdin charge.
Positions of all 265 atoms, in Å:
H -16.30 17.47 12.10  0.08
C -13.62 19.24 16.67  -0.08
H -20.12 9.56 15.69  0.09
H -13.28 13.76 18.48  0.10
H -17.00 14.24 15.78  0.05
N -16.42 17.73 14.29  -0.27
H -17.19 9.12 17.92  0.09
H -19.28 13.95 24.52  0.06
H -24.71 11.54 15.77  0.06
C -18.06 14.41 15.61  -0.03
H -24.66 15.47 21.73  0.08
S -15.22 18.61 21.94  0.56
H -21.47 12.45 17.70  0.07
O -17.74 5.11 22.05  -0.27
H -18.16 16.96 24.45  0.06
O -14.94 18.94 23.54  -0.31
H -23.47 12.79 11.26  0.09
C -17.31 8.14 18.40  -0.23
H -15.59 8.41 27.35  0.11
H -14.05 20.72 23.21  0.09
H -19.99 20.95 22.22  0.13
O -16.00 7.44 18.22  -0.26
H -15.03 11.40 21.27  0.10
H -19.90 11.26 27.39  0.07
C -16.98 12.21 18.71  -0.12
H -18.98 21.10 19.26  0.06
H -15.68 20.03 13.69  0.03
O -18.77 16.57 26.90  -0.27
H -17.07 19.49 15.25  0.09
H -17.85 19.20 13.61  0.08
H -15.49 14.48 19.34  0.06
H -23.17 11.72 24.19  0.05
H -15.96 11.91 18.95  0.06
C -18.97 11.11 27.92  -0.12
H -17.11 18.23 24.63  0.07
H -23.35 10.75 20.65  0.04
H -20.78 13.17 24.95  0.07
H -15.54 12.93 30.36  0.08
N -17.40 13.40 19.39  -0.24
H -18.12 6.28 18.22  0.06
O -23.96 13.66 23.66  -0.32
O -21.64 17.48 20.80  -0.28
H -16.70 5.46 23.82  0.12
O -21.72 13.77 22.79  -0.28
H -14.17 20.36 24.87  0.12
H -14.96 14.69 28.55  0.09
H -20.27 6.31 23.16  0.04
O -20.12 18.13 22.70  -0.28
H -23.25 11.09 11.93  0.08
H -12.74 18.36 12.15  0.10
H -14.52 16.47 22.64  0.09
P -14.85 17.82 14.82  0.43
N -15.79 10.34 28.18  -0.31
H -18.55 15.34 17.58  0.10
H -16.08 7.16 21.30  0.07
H -24.60 7.67 20.33  0.08
H -17.43 8.33 19.45  0.08
C -16.13 13.37 23.13  -0.10
O -14.05 18.85 21.19  -0.27
H -17.97 9.48 25.80  0.06
C -13.14 12.65 18.59  -0.04
S -14.75 8.38 18.03  0.57
H -21.19 5.22 22.04  0.09
C -20.04 12.24 19.82  -0.09
H -16.86 11.84 30.08  0.08
O -17.88 16.71 29.16  -0.29
C -24.07 11.95 16.55  -0.11
H -13.99 12.18 19.00  0.02
N -22.56 12.58 13.23  -0.32
C -23.59 15.51 21.88  -0.11
C -17.01 6.06 22.98  -0.18
H -17.23 17.99 27.13  0.13
H -15.27 7.25 22.89  0.06
O -24.78 7.95 23.91  -0.32
H -14.78 8.09 15.73  0.11
H -18.32 18.22 15.03  0.08
O -20.53 19.56 20.72  -0.25
O -14.83 9.47 19.01  -0.31
H -16.10 19.19 18.05  0.10
H -12.51 17.49 13.72  0.05
H -19.16 17.49 19.34  0.08
H -11.67 20.04 24.09  0.08
H -16.34 16.52 22.53  0.04
S -18.99 16.19 28.42  0.55
H -13.35 13.75 13.29  0.07
N -22.79 9.65 24.14  -0.27
H -12.77 18.70 16.23  0.09
C -14.87 8.99 16.39  -0.13
C -21.87 13.06 16.83  -0.14
H -21.03 12.10 20.21  0.05
H -18.99 11.90 28.66  0.06
O -18.81 7.04 21.00  -0.28
H -21.55 11.36 23.69  0.04
H -14.10 20.90 13.71  0.09
H -21.33 16.77 28.28  0.08
C -14.41 10.38 28.66  -0.11
H -18.73 22.28 20.57  0.08
H -20.30 15.24 22.80  0.11
H -22.34 17.20 15.15  0.09
H -17.34 10.95 24.98  0.06
O -18.27 14.66 21.38  -0.27
N -19.03 12.14 20.91  -0.27
H -14.74 20.06 12.32  0.09
C -25.76 11.26 22.47  -0.09
N -17.90 11.33 26.96  -0.27
C -25.83 10.85 24.90  -0.09
S -20.93 16.57 17.03  0.61
H -25.96 12.28 22.72  0.07
H -26.63 10.82 22.18  0.05
O -14.29 16.49 14.90  -0.27
P -22.38 11.51 14.52  0.59
H -16.13 10.63 22.65  0.10
C -15.83 14.34 28.00  -0.06
H -13.66 19.08 17.74  0.07
H -20.34 14.79 25.60  0.07
O -21.14 15.77 18.24  -0.30
H -12.31 13.44 14.64  0.07
H -16.50 16.70 25.21  0.07
H -21.38 8.42 25.31  0.09
C -22.32 11.02 24.38  -0.11
N -14.06 18.78 13.78  -0.31
S -20.45 18.13 21.28  0.55
C -12.97 12.09 17.18  -0.20
H -22.32 14.01 17.21  0.06
N -16.20 12.95 28.35  -0.28
N -25.22 10.54 23.61  -0.29
H -25.31 9.31 20.12  0.09
S -19.01 5.67 21.32  0.54
P -16.29 11.67 27.35  0.48
H -20.29 11.37 12.66  0.06
H -12.24 18.72 22.92  0.07
C -19.39 21.55 20.11  -0.04
H -12.20 12.47 19.09  0.08
H -15.10 5.76 21.96  0.09
C -22.52 16.54 16.06  -0.08
H -16.79 14.21 23.42  0.07
H -21.05 10.65 16.58  0.06
H -21.69 14.06 14.36  0.05
H -23.40 16.23 22.68  0.08
O -20.36 17.94 17.11  -0.32
H -18.72 18.46 26.30  0.10
O -15.55 11.97 26.10  -0.30
H -15.71 9.62 16.14  0.07
C -20.30 14.13 24.76  -0.03
H -15.56 14.37 26.94  0.07
S -14.33 12.28 14.85  0.53
H -20.29 18.20 28.74  0.04
C -21.86 8.54 24.30  -0.12
C -16.44 12.80 29.77  -0.12
H -13.68 9.92 27.98  0.09
C -16.52 14.58 19.08  -0.09
H -16.98 12.48 17.70  0.06
O -20.00 15.74 16.08  -0.30
C -16.27 9.00 28.07  -0.13
H -14.29 9.96 29.68  0.10
H -23.15 15.69 20.96  0.03
H -25.59 10.11 25.66  0.08
C -12.45 19.28 23.87  -0.07
O -23.24 10.26 14.37  -0.32
O -16.44 19.17 21.55  -0.27
C -16.09 11.29 21.72  -0.10
C -24.99 8.54 20.90  -0.10
C -15.87 18.37 17.31  -0.09
C -19.36 11.09 21.94  -0.04
H -16.70 15.00 28.12  0.04
H -21.94 11.98 11.24  0.06
H -19.33 7.64 18.13  0.10
H -25.43 11.81 25.21  0.07
H -16.17 8.51 29.04  0.08
S -23.23 13.87 22.39  0.63
H -18.22 18.10 20.64  0.03
H -18.59 13.49 15.68  0.05
N -20.73 11.38 14.72  -0.30
O -19.40 14.84 28.39  -0.26
H -16.83 18.02 16.92  0.04
H -14.11 11.43 28.77  0.07
C -13.32 13.61 14.33  -0.11
H -22.40 7.62 24.10  0.06
H -20.36 22.02 19.90  0.09
H -22.15 11.30 25.42  0.08
H -25.00 11.23 21.64  0.07
H -17.70 11.45 18.88  0.05
H -21.11 8.48 23.51  0.06
H -20.55 16.92 29.91  0.06
C -18.13 10.55 25.67  -0.08
H -15.24 16.35 21.15  0.06
H -15.71 16.20 13.03  0.05
N -16.72 12.59 22.02  -0.27
C -12.74 18.43 13.29  -0.09
H -26.92 10.96 24.87  0.08
H -18.12 16.48 16.33  0.07
H -16.00 12.78 23.99  0.02
H -18.96 10.15 21.49  0.09
H -23.26 16.93 16.75  0.06
C -18.35 7.24 17.80  -0.06
H -19.03 10.10 28.39  0.08
C -17.46 18.75 14.51  -0.11
H -15.15 13.78 22.92  0.07
H -22.48 14.55 12.79  0.09
C -19.62 20.57 21.27  -0.21
N -23.89 9.13 21.76  -0.29
H -16.43 14.72 18.05  0.04
C -19.93 10.94 13.58  -0.10
H -13.63 20.31 16.62  0.07
O -13.57 7.56 18.08  -0.28
O -14.22 12.35 16.42  -0.28
H -20.44 11.01 22.09  0.04
H -23.98 11.14 17.36  0.11
H -21.67 15.53 23.94  0.12
H -17.32 8.83 27.72  0.07
H -18.93 11.33 22.89  0.06
H -25.82 8.14 21.51  0.07
O -19.25 4.73 20.26  -0.27
H -22.19 10.41 21.83  0.02
P -17.91 13.31 21.04  0.52
H -12.82 10.97 17.24  0.12
C -18.04 17.70 26.46  -0.23
H -18.08 14.78 14.54  0.09
C -20.48 17.17 28.86  -0.09
C -14.68 20.02 13.41  -0.09
C -18.62 15.53 16.51  -0.21
H -12.37 18.45 24.64  0.09
O -23.31 13.02 21.19  -0.30
C -15.77 6.60 22.21  -0.05
H -17.61 6.92 23.19  0.09
H -19.33 11.05 16.27  0.08
C -22.82 9.93 21.12  -0.10
H -13.91 9.46 16.23  0.04
O -13.70 11.09 14.40  -0.28
H -20.13 9.90 13.45  0.08
H -18.26 7.08 16.72  0.09
H -13.70 14.54 14.68  0.02
H -18.93 16.53 20.80  0.02
H -17.42 16.38 13.03  0.08
C -19.08 17.52 20.44  -0.12
H -24.54 12.83 16.97  0.07
C -20.25 5.41 22.58  -0.08
H -22.70 15.44 15.88  0.05
H -18.68 20.07 21.44  0.07
H -20.94 13.33 16.26  0.07
H -22.28 9.28 20.44  0.09
N -22.78 12.34 15.97  -0.30
H -11.98 19.19 13.57  0.09
C -13.86 19.94 23.90  -0.19
H -19.82 11.39 19.10  0.09
C -15.42 16.85 22.11  -0.11
H -19.08 10.75 25.23  0.04
C -21.84 13.82 13.29  -0.11
C -22.83 12.10 11.84  -0.10
C -17.39 17.28 25.11  -0.03
H -18.86 11.08 13.74  0.09
N -14.91 18.71 16.22  -0.30
H -17.03 15.48 19.49  0.07
H -17.17 13.56 30.08  0.08
H -19.86 4.61 23.14  0.05
C -16.47 16.93 13.02  -0.08
H -15.33 17.58 17.93  0.10
O -15.71 12.43 14.56  -0.26
H -20.02 13.17 19.25  0.08
P -24.24 9.27 23.44  0.49
C -20.95 14.76 23.58  -0.19
H -12.15 12.49 16.62  0.10
H -16.70 10.77 20.96  0.05
H -20.94 13.60 12.75  0.07
C -20.25 10.63 15.87  -0.13

The value obtained for the HOMO energy is -8.10 eV. For the gap between HOMO and LUMO, the calculation gives 8.283 eV.


Maximum force per entry: 2.897, 4.015 eV Å⁻¹
LUMO per entry: 0.3, 0.2 eV